DFT (ωB97M-V/def2-TZVPD) results for a 5-piece molecular cluster, C21H36BIO16P overall.

Last column: Löwdin charge in e.
Geometry (Å):
I 0.2614 1.9434 -2.0291  0.56
P 4.4958 0.4570 1.1899  0.49
O -10.7204 -4.4995 -0.3213  0.06
O 3.7666 -0.5167 5.8456  0.06
O -1.5005 -2.3510 -1.3883  -0.01
O 3.9686 4.4595 -5.9197  0.06
O -12.5547 -5.4711 -1.1929  0.16
O 4.7619 -0.4687 -0.0771  -0.22
O 4.7948 1.9042 0.6045  -0.19
O 5.3965 0.1466 2.3201  -0.28
O 3.0057 -0.0252 7.9066  0.15
O 5.2071 -0.2639 7.5120  0.05
O -6.7391 -2.1714 -1.0204  0.05
O 4.0339 4.8043 -3.7296  0.04
O -7.6601 -1.6785 0.9668  0.14
O 5.8332 3.9415 -4.7549  0.16
O -12.3573 -3.2309 -1.1139  0.05
O -5.4596 -2.1089 0.7868  0.08
C 4.7303 4.3761 -4.8047  -0.58
C 2.7973 5.3729 -4.1651  -0.11
C 0.3260 1.0454 1.0599  -0.26
C -1.7206 -1.1588 -1.4982  -0.38
C -11.9353 -4.4995 -0.9037  -0.59
C 3.9001 -0.2464 7.1548  -0.59
C 4.4322 2.2844 -0.7438  -0.27
C -1.6008 -0.1612 -0.4425  -0.22
C 2.6140 4.7191 -5.5248  -0.11
C 2.7492 0.3858 1.6682  -0.19
C 1.7915 1.5034 1.1981  -0.26
C -10.1950 -3.1599 -0.3353  -0.11
C 5.0704 -0.5019 5.2259  -0.12
C 5.9691 -0.7868 6.4155  -0.11
C -4.6317 -2.6719 -0.2504  -0.09
C -6.7028 -1.9593 0.3135  -0.58
C 3.7905 -1.3092 -0.7233  -0.25
C 3.5585 -2.6134 0.0287  -0.06
C -11.4636 -2.3336 -0.4401  -0.11
C 5.5745 2.9700 -1.4424  -0.06
C -5.3863 -2.2681 -1.5021  -0.10
B -0.0245 0.3712 -0.3583  -0.93
H 0.7247 -0.5431 -0.6121  0.04
H 4.0917 1.4203 -1.3087  0.11
H 2.3192 -0.5844 1.4268  0.08
H -11.3491 -1.4242 -1.0220  0.13
H -0.3293 1.8946 1.2716  0.09
H -2.0228 -0.7817 -2.4893  0.11
H 6.5155 2.4301 -1.3600  0.09
H 2.9177 6.4555 -4.2383  0.13
H 3.5942 2.9705 -0.6830  0.10
H 6.9312 -0.2855 6.3654  0.13
H 2.1352 5.3579 -6.2613  0.13
H 1.8557 2.3185 1.9199  0.11
H 3.6653 -3.4645 -0.6417  0.07
H 2.8646 -0.7673 -0.8740  0.08
H 4.2078 -1.4994 -1.7097  0.12
H 5.2412 0.4765 4.7846  0.12
H -9.5509 -3.0462 -1.2076  0.13
H 5.1152 -1.2400 4.4346  0.12
H 5.7188 3.9750 -1.0461  0.08
H 2.8283 0.4196 2.7561  0.09
H -11.8836 -2.0917 0.5372  0.13
H -4.5956 -3.7526 -0.1114  0.14
H 2.0830 3.7690 -5.4570  0.13
H -1.9072 -0.5825 0.5154  0.10
H 0.1084 0.2984 1.8317  0.10
H -3.6264 -2.2718 -0.1953  0.10
H -5.0786 -1.2899 -1.8735  0.13
H 6.1216 -1.8553 6.5806  0.13
H -9.6161 -2.9684 0.5603  0.11
H 2.0976 1.9042 0.2469  0.01
H -2.2155 0.7063 -0.6864  0.08
H 2.0153 5.1349 -3.4500  0.12
H 4.2966 -2.7179 0.8210  0.08
H 2.5607 -2.6660 0.4594  0.07
H 5.3218 3.0691 -2.4947  0.05
H -5.3330 -2.9968 -2.3045  0.13

Values from the calculation:
Frontier orbital gap = 8.066 eV
E = -73192.937 eV
HOMO = -0.2213 hartree
Lowest unoccupied orbital energy = 2.0449 eV
Charge = -1